The following is a DFT calculation (ωB97M-V with the def2-TZVPD basis set) of a structure of composition C19H34AsI2NaO10SSi.

The geometry in XYZ format:
```
69
Properties=species:S:1:pos:R:3:forces:R:3:nbo_charge:R:1
Na -0.4227 1.0799 -1.4922 -0.122 0.209 -0.044 0.93
I 3.1183 3.7848 0.8382 -0.004 0.009 -0.068 0.12
C 4.2133 2.8441 -0.7262 -0.007 -0.056 0.030 -0.75
I 3.0735 2.1945 -2.3952 0.024 0.079 0.028 0.22
H 4.6952 1.9831 -0.2786 -0.069 -0.045 -0.031 0.22
H 4.9527 3.5621 -1.0562 -0.031 -0.003 -0.071 0.21
O -4.8377 0.1600 -3.2780 -0.109 -0.103 -0.125 -1.07
As -3.3560 1.1931 -3.4066 0.314 -0.174 -0.187 2.45
O -3.8400 2.6911 -3.8404 -0.087 0.108 -0.039 -1.18
O -2.5424 0.8948 -2.0095 -0.164 0.037 0.273 -1.26
C -2.6139 0.2037 -4.9487 -0.166 0.057 -0.003 -0.41
C -3.5768 -0.3631 -5.7825 -0.054 -0.041 -0.090 -0.20
C -3.2324 -1.0497 -6.9402 0.005 0.035 0.059 -0.24
C -1.8989 -1.1782 -7.2918 0.013 0.034 0.048 -0.23
C -0.9269 -0.6161 -6.4770 0.029 -0.057 -0.087 -0.23
C -1.2732 0.0661 -5.3183 0.164 0.016 -0.032 -0.21
S 0.0856 0.7106 -4.3328 -0.316 -0.116 0.243 2.39
O 0.1921 -0.2287 -3.2142 0.249 -0.145 -0.215 -1.05
O 1.2663 0.7291 -5.1807 -0.051 0.001 -0.133 -1.02
O -0.3756 2.0225 -3.9004 0.163 0.133 0.084 -1.02
H -5.2719 0.3943 -2.4525 0.088 0.052 0.068 0.48
H -4.6196 -0.2665 -5.5131 0.005 0.007 0.007 0.23
H -4.0097 -1.4776 -7.5636 -0.003 0.001 0.002 0.19
H -1.6150 -1.7071 -8.1947 0.015 0.003 0.004 0.19
H 0.1234 -0.6876 -6.7283 -0.009 0.005 0.007 0.23
C 2.8478 -2.7506 0.4174 0.011 0.009 -0.004 -0.62
C 2.6984 -1.5319 1.3256 0.001 -0.051 -0.033 0.29
C 3.2614 -1.8310 2.7158 0.025 -0.012 0.015 -0.63
C 3.4248 -0.3380 0.7086 0.049 0.024 0.009 -0.67
O 1.3079 -1.3016 1.4530 -0.006 0.008 0.078 -0.94
Si 0.5364 0.1770 1.6027 0.064 -0.118 -0.005 2.45
O 0.6502 1.1048 0.3598 0.060 0.107 0.157 -1.40
O 1.2296 0.7779 3.0093 -0.059 -0.027 0.067 -0.94
C 0.6752 1.6857 3.9391 0.033 0.087 -0.026 0.27
C -0.2168 2.7155 3.2474 -0.032 0.023 -0.003 -0.65
C 1.8582 2.3851 4.6057 0.001 0.005 0.026 -0.61
C -0.1262 0.9092 4.9856 -0.001 -0.001 0.011 -0.63
O -1.0118 -0.2250 2.0667 0.029 -0.111 0.079 -0.95
C -1.8348 -1.3211 1.6885 -0.041 0.061 0.004 0.28
C -1.6957 -1.6489 0.2055 0.006 -0.065 -0.052 -0.65
C -1.4652 -2.5312 2.5482 -0.009 -0.012 0.000 -0.63
C -3.2679 -0.8867 1.9855 -0.012 -0.012 -0.026 -0.61
H 3.8981 -3.0330 0.3028 -0.002 0.008 0.007 0.18
H 2.4326 -2.5279 -0.5665 -0.001 0.002 0.000 0.23
H 2.2995 -3.5948 0.8414 -0.004 0.003 -0.002 0.20
H 4.3366 -2.0299 2.6702 -0.003 0.001 -0.008 0.18
H 2.7609 -2.7065 3.1369 -0.010 0.009 0.000 0.20
H 3.0797 -0.9791 3.3720 -0.002 0.003 -0.012 0.23
H 4.4821 -0.5824 0.5627 0.009 -0.019 0.004 0.19
H 3.3523 0.5356 1.3618 -0.020 -0.022 -0.001 0.22
H 2.9759 -0.0782 -0.2500 -0.011 -0.007 0.011 0.25
H 0.3402 3.2276 2.4620 0.005 -0.012 -0.022 0.23
H -0.5837 3.4524 3.9679 0.011 -0.007 0.014 0.19
H -1.0736 2.2265 2.7813 0.008 0.000 -0.004 0.24
H 2.4439 2.9180 3.8548 -0.005 -0.009 0.008 0.21
H 2.5044 1.6425 5.0797 0.003 0.003 -0.009 0.20
H 1.5214 3.0950 5.3661 -0.009 0.002 0.000 0.19
H -0.9384 0.3709 4.4980 -0.003 0.002 -0.014 0.23
H -0.5421 1.5858 5.7388 0.006 -0.002 -0.009 0.18
H 0.5221 0.1847 5.4845 0.002 -0.004 -0.013 0.20
H -0.6699 -1.9361 -0.0331 -0.005 0.038 0.009 0.23
H -1.9931 -0.8048 -0.4195 -0.004 0.018 0.013 0.25
H -2.3495 -2.4872 -0.0531 0.004 -0.001 0.013 0.19
H -0.4181 -2.7877 2.3898 0.005 0.005 -0.008 0.23
H -2.0883 -3.3925 2.2900 -0.007 0.011 0.003 0.19
H -1.6133 -2.2971 3.6060 0.017 0.010 -0.004 0.19
H -3.5308 -0.0355 1.3562 0.009 0.005 0.006 0.23
H -3.3587 -0.5938 3.0345 0.007 0.000 0.000 0.19
H -3.9694 -1.7007 1.7840 0.003 0.005 -0.005 0.19
```
Positions in Å, forces in eV/Å.

* net charge: -2

---

The following is a DFT calculation (ωB97M-V with the def2-TZVPD basis set) of a structure of composition C4H6N2 at a distorted geometry.

The geometry in XYZ format:
```
12
Properties=species:S:1:pos:R:3:forces:R:3:mulliken_charge:R:1
C 1.4713 0.8426 0.2368 0.099 0.127 0.010 -1.13
C 0.2100 0.0564 0.1040 -0.242 -0.082 -0.124 0.10
C -0.8774 0.2767 -0.8195 -0.184 0.095 -0.283 -0.20
N -1.9070 -0.4896 -0.8006 -0.171 0.549 -0.523 -0.66
N -0.9125 -1.9653 1.1360 1.051 0.003 0.768 -0.53
C -0.2611 -1.0111 0.7576 0.160 0.180 -0.121 0.60
H 2.3662 0.2105 0.2852 -0.183 0.119 0.018 0.31
H 1.5693 1.4726 -0.6535 0.040 -0.068 0.148 0.33
H 1.4589 1.5059 1.1090 0.096 -0.079 -0.108 0.25
H -0.7234 1.1114 -1.5029 -0.146 0.120 -0.173 0.36
H -2.5830 -0.2209 -1.4978 -0.174 0.089 -0.239 0.22
H 0.1889 -1.7891 1.6455 -0.346 -1.052 0.626 0.34
```
Positions in Å, forces in eV/Å.

---

The following is a DFT calculation (ωB97M-V with the def2-TZVPD basis set) of a structure of composition C2H7N5O at a distorted geometry.

The geometry in XYZ format:
```
15
Properties=species:S:1:pos:R:3:forces:R:3:nbo_charge:R:1
C -0.4962 0.5840 -0.0647 1.504 1.423 -2.509 0.58
C 1.1962 -1.2880 -0.3910 -3.881 -3.139 -0.533 0.52
H 0.2689 -1.1310 2.6849 -0.269 0.087 -0.757 0.37
H 0.1440 0.5625 2.9921 1.651 -2.868 -2.319 0.35
H -1.6583 -0.1034 1.5147 2.177 0.548 -0.237 0.39
H -1.9711 2.0623 -0.6369 3.364 -1.813 -0.362 0.36
H -0.4251 -0.3438 -2.8014 3.217 3.016 2.521 0.28
H 0.2992 1.7352 -2.1541 0.673 -5.513 0.749 0.47
H 2.1021 -1.8417 -1.0608 -2.115 2.440 1.839 0.20
N 0.4696 -0.2427 2.2112 -3.128 4.103 1.116 -0.61
N -0.6491 0.0696 1.2273 -2.372 0.593 0.437 -0.51
N -0.9934 1.5329 -0.9723 -4.517 -0.638 5.799 -0.82
N 0.6289 0.0291 -0.7448 0.193 -0.367 -0.862 -0.36
N 0.6478 0.4217 -2.1069 -0.582 -0.198 -2.549 -0.65
O 0.4365 -2.0468 0.3028 4.087 2.327 -2.333 -0.58
```
Positions in Å, forces in eV/Å.

---

HOMO? In order: -3.527 -7.934 -8.329 eV.
Orbital gap? In order: 7.27 8.42 8.70 eV.
Energy relative to the best compared isomer or geometry (same formula, charge and spin)? In order: 0.288 4.425 8.662 eV.